No. 1
The following is a DFT calculation (ωB97M-V with the def2-TZVPD basis set) of one molecule with the formula C4H6O2S.

XYZ file:
```
13
Properties=species:S:1:pos:R:3:forces:R:3
C -2.582481 0.504105 -0.250010 5.9 -0.7 -0.8
C -1.214385 0.036574 0.007003 -3.5 0.9 -2.6
O -0.592936 -1.215299 -0.073734 -2.9 -0.3 1.1
C 0.528408 -1.152477 0.747396 0.8 0.0 0.6
S 1.848259 -1.000470 -0.383621 0.8 -0.6 -0.4
C 2.134904 0.609168 -0.356133 1.2 7.2 -0.2
O 1.935903 1.655732 0.400466 0.3 -5.3 -2.8
H -3.360464 -0.123143 -0.795047 1.0 1.0 1.4
H -2.402557 1.642866 -0.418415 -1.2 -2.1 0.4
H -0.336090 0.680106 -0.059017 -1.1 1.3 0.8
H 0.965109 -2.066716 1.101813 -1.8 -1.1 1.4
H 0.457674 -0.315577 1.475653 0.5 -0.9 -0.2
H 2.618653 0.745128 -1.396348 0.0 0.7 1.4
```
Positions in Å, forces in eV/Å.

The structure (SMILES) is C=COCSC=O. The LUMO energy comes out at 0.230 eV. The total energy is -19170.923 eV. As for the HOMO energy: -0.342 Eh. Its energy above the lowest of the compared OMol25 structures with the same formula, charge and spin is 101.10 kcal per mole. Its gap between HOMO and LUMO is 9.53 eV.

Here are the Mulliken charges for atoms 1 to 2, given in e:
1 C -0.80
2 C 0.29

No. 2
The following is a DFT calculation (ωB97M-V with the def2-TZVPD basis set) of one molecule with the formula C4H6O2S.

XYZ file:
```
13
Properties=species:S:1:pos:R:3:forces:R:3
C -0.501872 -1.151584 -1.607840 -0.3 -0.3 -3.3
C -0.404557 -0.150468 -0.612377 -0.3 1.8 2.4
C 0.480661 0.876228 -0.422467 -0.5 0.1 -0.1
C 0.419757 1.381641 0.928781 1.1 0.4 -1.4
S 0.577382 0.204566 2.120432 -2.5 -0.1 0.5
O 0.169638 0.757990 3.402802 0.8 -0.5 0.3
O -0.039172 -1.060425 1.679407 1.3 0.2 1.4
H -1.184336 -1.949016 -1.416833 -0.3 -0.6 0.8
H 0.488910 -1.544304 -1.814201 0.1 -0.2 -0.3
H -0.933152 -0.747161 -2.562935 0.7 -0.1 0.5
H -1.096527 -0.284730 0.251318 0.5 0.2 -1.2
H 1.216992 1.299454 -1.138204 -0.6 -0.6 0.4
H 0.806277 2.367809 1.192118 -0.1 -0.3 0.1
```
Positions in Å, forces in eV/Å.

The structure (SMILES) is C/C=C/C=S(=O)=O. The LUMO energy (alpha / beta) comes out at -1.642 / -1.608 eV. The total energy is -19171.438 eV. As for the HOMO energy (alpha / beta): -0.323 / -0.331 Eh. Its energy above the lowest of the compared OMol25 structures with the same formula, charge and spin is 89.22 kcal per mole. Its gap between HOMO and LUMO (alpha / beta) is 7.16 / 7.40 eV.

Here are the Mulliken charges for atoms 1 to 2, given in e:
1 C -1.14
2 C 0.20